<a>
Entry from OMol25: one molecule with the formula C4H8FNO (ωB97M-V with the def2-TZVPD basis set).

```
! RIJCOSX wB97M-V def2-TZVPD def2/J DEFGRID3
* xyz 0 1
F 2.4466 -0.1284 -0.4527
O -1.4529 1.6466 -0.2154
N -0.2328 1.3124 0.2728
C -1.6337 -1.6174 0.2993
C 1.5204 -0.1250 0.5616
C -0.6279 -0.9396 -0.6228
C 0.1006 0.0572 0.1744
H 1.7017 0.7240 1.1896
H -2.4710 -0.9307 0.6117
H -1.0869 -0.5891 -1.5331
H 0.1313 -1.7895 -0.9106
H -2.1184 -2.4317 -0.3009
H -1.5176 2.5885 -0.0965
H -1.2449 -1.9639 1.2642
H 1.6828 -1.0623 1.1878
*
```

Computed properties:
Gap between HOMO and LUMO = 10.730 eV
HOMO energy = -9.847 eV
Structure (SMILES) = CC/C(CF)=N\O

The molecule's Löwdin atomic charges, reported in e, are given here: atom 1 (F): -0.026, atom 2 (O): -0.020, atom 3 (N): 0.037, atom 4 (C): -0.116, atom 5 (C): -0.198, atom 6 (C): -0.208, atom 7 (C): -0.311, atom 8 (H): 0.101, atom 9 (H): 0.086, atom 10 (H): 0.108, atom 11 (H): 0.151, atom 12 (H): 0.083, atom 13 (H): 0.093, atom 14 (H): 0.075, atom 15 (H): 0.143

<b>
Entry from OMol25: a 2-piece molecular cluster, C4H8FNO overall (ωB97M-V with the def2-TZVPD basis set).

```
! RIJCOSX wB97M-V def2-TZVPD def2/J DEFGRID3
* xyz 0 1
F -2.4931 0.2156 -1.9532
O 1.1059 1.1029 -0.3902
N -2.2683 1.2991 -1.0745
C 0.4644 -1.0942 0.1684
C 1.2798 0.4862 1.8698
C 0.2845 -1.6106 -1.0608
C 0.9647 0.1568 0.4452
H 2.2885 0.8577 2.0040
H 0.2044 -1.7723 0.9498
H -1.1863 1.3899 -1.1183
H -0.1467 -2.5466 -0.8288
H 1.1372 -0.3898 2.4981
H 0.4787 -1.3507 -2.1040
H 0.6229 1.2984 2.2358
H -2.7367 1.9574 -1.6414
*
```

Computed properties:
Gap between HOMO and LUMO = 9.563 eV
HOMO energy = -9.894 eV
Structure (SMILES) = C=CC(C)=O.NF

The molecule's Löwdin atomic charges, reported in e, are given here: atom 1 (F): -0.196, atom 2 (O): 0.011, atom 3 (N): 0.046, atom 4 (C): -0.132, atom 5 (C): -0.021, atom 6 (C): 0.110, atom 7 (C): -0.468, atom 8 (H): 0.086, atom 9 (H): 0.103, atom 10 (H): 0.093, atom 11 (H): 0.051, atom 12 (H): 0.071, atom 13 (H): 0.095, atom 14 (H): 0.102, atom 15 (H): 0.048

Last place for stability: <b>

<a>
Entry from OMol25: one molecule with the formula C4H8FNO (ωB97M-V with the def2-TZVPD basis set).

```
! RIJCOSX wB97M-V def2-TZVPD def2/J DEFGRID3
* xyz 0 1
F -3.0258 -0.3182 0.4266
O 1.5834 0.8956 -0.0717
N -1.7954 0.3374 0.7041
C 1.4000 -1.4406 0.1915
C -1.3756 1.3956 -0.1452
C 0.7653 -0.1646 0.4015
C -0.7794 0.0674 -0.2592
H 0.6605 0.1812 1.4004
H -2.0636 1.7829 -1.0222
H -0.8660 -0.5582 -1.0737
H 1.5316 0.8201 -1.0677
H 1.5965 -1.6489 -0.9638
H -1.0573 2.1337 0.5052
H 0.9997 -2.3483 0.5125
H 2.4259 -1.1350 0.4616
*
```

Computed properties:
Gap between HOMO and LUMO = 10.684 eV
HOMO energy = -9.820 eV
Structure (SMILES) = C[C@@H](O)[C@@H]1CN1F

The molecule's Löwdin atomic charges, reported in e, are given here: atom 1 (F): -0.073, atom 2 (O): -0.064, atom 3 (N): -0.037, atom 4 (C): -0.061, atom 5 (C): -0.099, atom 6 (C): -0.401, atom 7 (C): -0.173, atom 8 (H): 0.130, atom 9 (H): 0.164, atom 10 (H): 0.117, atom 11 (H): 0.122, atom 12 (H): 0.129, atom 13 (H): 0.088, atom 14 (H): 0.062, atom 15 (H): 0.097

<b>
Entry from OMol25: one molecule with the formula C4H8FNO (ωB97M-V with the def2-TZVPD basis set).

```
! RIJCOSX wB97M-V def2-TZVPD def2/J DEFGRID3
* xyz 0 1
F 0.2504 -0.9833 1.2649
O -1.2973 1.2400 0.4386
N -1.7824 0.3269 -0.4759
C 1.6522 1.1945 -0.0179
C -1.0591 -0.7133 -0.6696
C 1.3860 -0.1614 -0.6927
C 0.3213 -1.0526 -0.1329
H 0.5498 -2.1306 -0.2751
H 2.5196 1.7015 -0.5401
H -0.8889 0.7051 1.1254
H -1.5339 -1.3690 -1.3419
H 0.7615 1.8546 0.0556
H 1.9154 0.9639 0.9429
H 2.2831 -0.7951 -0.7071
H 1.1927 0.1078 -1.7419
*
```

Computed properties:
Gap between HOMO and LUMO = 10.659 eV
HOMO energy = -9.861 eV
Structure (SMILES) = CC[C@@H](F)/C=N\O

The molecule's Löwdin atomic charges, reported in e, are given here: atom 1 (F): -0.032, atom 2 (O): -0.067, atom 3 (N): 0.017, atom 4 (C): -0.084, atom 5 (C): -0.091, atom 6 (C): -0.197, atom 7 (C): -0.309, atom 8 (H): 0.151, atom 9 (H): 0.101, atom 10 (H): 0.073, atom 11 (H): 0.096, atom 12 (H): 0.075, atom 13 (H): 0.031, atom 14 (H): 0.113, atom 15 (H): 0.122

Last place for stability: <a>

<a>
Entry from OMol25: one molecule with the formula H2INS (ωB97M-V with the def2-TZVPD basis set).

```
! RIJCOSX wB97M-V def2-TZVPD def2/J DEFGRID3
* xyz 0 1
I 3.4743 0.0456 0.0261
S 0.8138 -0.4693 0.1373
N -0.5199 0.2657 0.2545
H 1.1107 -0.4377 -1.2938
H -0.8465 0.7286 1.0511
*
```

Computed properties:
Gap between HOMO and LUMO (spin up / spin down) = 7.277 / 7.068 eV
HOMO energy (spin up / spin down) = -8.983 / -8.976 eV

The molecule's Löwdin atomic charges, reported in e, are given here: atom 1 (I): 0.075, atom 2 (S): 0.441, atom 3 (N): -0.423, atom 4 (H): -0.067, atom 5 (H): -0.026

<b>
Entry from OMol25: H2INS as an isolated structure (ωB97M-V with the def2-TZVPD basis set).

```
! RIJCOSX wB97M-V def2-TZVPD def2/J DEFGRID3
* xyz 0 1
I -2.3303 0.7380 -0.2757
S 1.5587 -1.2341 -0.3466
N 0.6588 0.0563 -0.0392
H 0.4508 0.2628 1.0346
H -0.3381 0.1770 -0.3731
*
```

Computed properties:
Gap between HOMO and LUMO (spin up / spin down) = 7.671 / 5.463 eV
HOMO energy (spin up / spin down) = -9.440 / -9.137 eV

The molecule's Löwdin atomic charges, reported in e, are given here: atom 1 (I): 0.249, atom 2 (S): 0.588, atom 3 (N): -0.613, atom 4 (H): 0.079, atom 5 (H): -0.302

Last place for stability: <b>

<a>
Entry from OMol25: a 2-piece molecular cluster, C2H11N3O overall (ωB97M-V with the def2-TZVPD basis set).

```
! RIJCOSX wB97M-V def2-TZVPD def2/J DEFGRID3
* xyz 0 1
O 0.1991 2.5332 -1.8465
N -1.7630 2.6181 -0.4312
N 1.4735 -1.8516 0.0298
N 0.5355 -3.4822 1.5031
C 0.2910 -2.1957 0.7881
C -0.3581 2.9606 -0.5940
H 0.2612 2.4440 0.1434
H -0.4254 1.9574 -2.2932
H 1.5996 -0.8570 -0.0207
H -0.6367 -2.3508 0.2432
H 1.6128 -2.4008 -0.8022
H -2.2551 3.3283 -0.9700
H 1.5201 -3.5660 1.7324
H -1.9323 1.7341 -0.9035
H -0.3049 4.0352 -0.5042
H 0.0375 -3.4908 2.3840
H 0.1450 -1.4161 1.5415
*
```

Computed properties:
Gap between HOMO and LUMO = 9.854 eV
HOMO energy = -9.176 eV
Structure (SMILES) = NCN.NCO

The molecule's Löwdin atomic charges, reported in e, are given here: atom 1 (O): -0.085, atom 2 (N): 0.013, atom 3 (N): -0.001, atom 4 (N): -0.032, atom 5 (C): -0.374, atom 6 (C): -0.334, atom 7 (H): 0.104, atom 8 (H): 0.063, atom 9 (H): 0.055, atom 10 (H): 0.091, atom 11 (H): 0.066, atom 12 (H): 0.070, atom 13 (H): 0.050, atom 14 (H): 0.062, atom 15 (H): 0.107, atom 16 (H): 0.046, atom 17 (H): 0.100

<b>
Entry from OMol25: a 2-piece molecular cluster, C2H11N3O overall (ωB97M-V with the def2-TZVPD basis set).

```
! RIJCOSX wB97M-V def2-TZVPD def2/J DEFGRID3
* xyz 0 1
O -0.1620 -2.2723 -2.0088
N -0.9547 0.5157 2.3273
N -0.0316 -0.0577 -2.6606
N 1.4361 0.8783 2.4843
C -0.6496 -1.3397 -2.9617
C 0.1426 1.4654 2.0980
H -0.8497 -0.0515 3.1470
H -0.3779 -1.7182 -3.9574
H -0.1235 2.3626 2.6750
H 2.2163 1.2526 1.9672
H 1.6271 0.8423 3.4819
H -1.0425 0.0666 1.3886
H -0.7545 -2.8107 -1.4833
H 0.0068 0.1767 -1.6755
H 0.8510 0.0119 -3.1400
H 0.3756 1.8487 1.0922
H -1.7095 -1.1708 -2.7744
*
```

Computed properties:
Gap between HOMO and LUMO = 10.027 eV
HOMO energy = -9.183 eV
Structure (SMILES) = NCN.NCO

The molecule's Löwdin atomic charges, reported in e, are given here: atom 1 (O): -0.089, atom 2 (N): -0.017, atom 3 (N): 0.009, atom 4 (N): -0.026, atom 5 (C): -0.334, atom 6 (C): -0.377, atom 7 (H): 0.051, atom 8 (H): 0.118, atom 9 (H): 0.089, atom 10 (H): 0.047, atom 11 (H): 0.058, atom 12 (H): 0.070, atom 13 (H): 0.073, atom 14 (H): 0.062, atom 15 (H): 0.056, atom 16 (H): 0.106, atom 17 (H): 0.104

Last place for stability: <b>